# 1
Formula: C3H10NOP2
Source: the OMol25 dataset
Level of theory: ωB97M-V/def2-TZVPD

XYZ file:
```
17
Properties=species:S:1:pos:R:3:lowdin_charge:R:1
P -0.320 -1.733 0.376 0.71
P 1.028 -0.570 1.775 0.84
O 0.359 -3.199 0.586 -0.36
N -2.320 1.333 0.618 0.13
C -1.688 1.946 -0.119 -0.30
C -0.953 2.780 -1.067 -0.06
C 0.500 -1.272 -1.192 -0.30
H -1.645 3.202 -1.793 0.09
H 0.907 0.810 1.603 -0.05
H 1.249 -0.484 -1.123 0.03
H -0.176 -3.780 1.143 0.07
H 0.978 -2.171 -1.583 0.05
H -0.209 2.191 -1.602 0.07
H -0.459 3.596 -0.542 0.09
H 0.638 -0.832 3.089 -0.04
H 2.394 -0.864 1.709 -0.03
H -0.283 -0.953 -1.879 0.04
```

- Total charge: +1
- E_LUMO: -3.9 eV
- HOMO level: -14.09 eV

# 2
Formula: C5H9NS2
Source: the OMol25 dataset
Level of theory: ωB97M-V/def2-TZVPD

XYZ file:
```
17
Properties=species:S:1:pos:R:3:lowdin_charge:R:1
S -2.440 -0.607 -0.131 0.73
S 1.967 -0.892 -0.257 0.87
N -0.377 2.234 -0.056 0.06
C 0.122 0.932 0.112 -0.60
C 0.340 0.050 1.393 -0.19
C -0.643 -0.337 -0.468 -0.60
C 1.534 0.891 -0.547 -0.37
C 0.326 -1.149 0.434 -0.56
H -0.493 0.221 2.034 0.09
H -2.622 0.241 -1.163 -0.13
H -1.380 2.349 0.360 0.12
H 0.082 -2.125 0.761 0.10
H 0.155 3.011 0.347 0.09
H 2.242 1.706 -0.138 0.11
H -0.520 -0.648 -1.532 0.10
H 1.436 1.068 -1.628 0.08
H 1.224 0.199 2.011 0.10
```

- SMILES: N[C@@]12CS[C@@H](C1)[C@H]2S
- E_LUMO: 0.8 eV
- HOMO level: -8.49 eV

# 3
Formula: C3H10O3S
Source: the OMol25 dataset
Level of theory: ωB97M-V/def2-TZVPD

XYZ file:
```
17
Properties=species:S:1:pos:R:3:lowdin_charge:R:1
S 0.380 2.702 3.117 -0.06
O -0.709 0.251 -3.257 -0.17
O 0.767 -0.422 -1.159 -0.36
O -0.665 -2.705 -1.563 -0.14
C 0.236 1.033 2.353 -0.81
C 0.259 -0.285 0.104 -0.48
C 0.782 0.942 0.914 -0.33
H -0.849 -0.093 0.099 0.09
H 0.911 0.406 2.965 0.01
H -0.059 0.126 -2.490 -0.01
H -0.725 0.533 2.374 0.02
H 0.473 -1.148 0.756 0.09
H -1.452 -2.449 -1.071 0.00
H -1.567 0.120 -2.817 0.00
H 1.879 0.959 0.889 0.09
H 0.523 1.856 0.362 0.07
H -0.185 -1.825 -1.577 -0.02
```

- Total charge: -2
- E_LUMO: 6.1 eV
- HOMO level: 0.41 eV

Question: Which of these has the highest E_LUMO?
Answer: C3H10O3S

Question: Look up the HOMO level of the second one.
Answer: -8.49 eV

Question: What is the HOMO level in the second record?
Answer: -8.49 eV

Question: What is the formula in the third record?
Answer: C3H10O3S